81
Properties=species:S:1:pos:R:3:forces:R:3 method="wB97M-V/def2-TZVPD" lumo_energy_ev=-3.49 homo_lumo_gap_ha=0.2579 total_charge=+1 fmax_ev_per_a=9.802
C 0.92745 -3.58131 -3.48263 0.83 1.39 -0.37
C 1.02913 -2.46604 -2.23962 -0.11 -2.97 0.22
P -0.16083 -1.05518 -2.70267 1.69 0.58 -1.41
C -1.62870 -1.62915 -3.78120 -1.28 -0.66 -0.69
C -1.28286 -1.30789 -5.37980 0.49 -1.14 0.10
N -0.67407 -0.06121 -1.33921 -2.89 -2.55 2.16
C -1.58103 -0.86487 -0.38084 1.14 0.29 -0.11
N -2.95530 -0.89703 -0.31157 3.45 0.39 -0.45
C -3.83994 -0.07677 -1.23042 -1.17 0.41 -1.34
N -0.53410 -1.54991 0.45813 -3.33 0.41 2.19
C -0.91549 -2.68697 1.35614 -2.07 -4.14 -2.16
Br -0.70897 -2.70945 3.38594 -0.12 0.40 -2.58
C -1.47960 -3.98167 0.79731 1.23 2.72 3.16
C -1.82392 -5.25382 1.82884 1.26 -0.23 -1.45
Br -1.84633 -4.33630 -1.13499 0.43 0.69 2.15
C 0.23190 -0.37508 1.01742 1.80 -0.47 -0.66
O 1.46877 -0.76443 1.70776 -2.26 -0.25 -1.90
I -0.73716 0.98499 2.45929 0.00 -0.86 -0.25
C 0.35118 0.51680 -0.39410 1.13 0.71 0.61
C 1.94613 0.47782 -0.71978 1.37 -0.15 -0.49
C 2.42959 1.20578 -2.10275 -0.12 7.94 -1.02
O 2.46087 2.55146 -2.31267 -0.42 -9.62 1.81
Br 3.12967 0.13947 -3.69722 -0.46 0.70 1.69
B -0.22227 2.08867 -0.24422 0.27 2.71 1.28
O 0.66238 3.23139 0.18081 -1.34 -3.56 0.64
N -1.68117 2.47374 -0.59004 1.99 0.93 -0.39
C -1.57000 2.99285 -2.03917 0.80 0.63 -0.80
C -2.13591 3.66541 0.22296 -1.47 1.15 -0.06
H 0.01322 -4.29615 -3.38902 1.83 1.34 -0.17
H 0.84419 -2.91104 -4.46749 0.17 -1.81 1.88
H 1.96420 -4.15274 -3.53171 -2.41 1.03 0.10
H 2.16230 -2.18175 -2.17821 -2.39 0.07 -0.20
H 0.77557 -3.05743 -1.26877 0.42 1.18 -1.54
H -1.77332 -2.78685 -3.68647 0.07 2.26 -0.05
H -2.64713 -1.09760 -3.51033 2.22 -1.07 -0.28
H -0.43597 -0.50025 -5.46607 -1.89 -1.44 0.08
H -2.24354 -1.06573 -6.01526 1.96 -0.26 1.49
H -0.85503 -2.32736 -5.81050 -0.81 2.26 0.74
H -3.42921 -1.47691 0.42822 1.01 0.66 -1.02
H -4.52376 0.66220 -0.63795 1.59 -1.46 -0.74
H -4.56946 -0.83848 -1.78460 1.73 1.64 1.11
H -3.21524 0.56249 -2.01774 -1.17 -1.65 2.05
H -2.52585 -4.94589 2.70931 1.43 -0.58 -1.81
H -0.74683 -5.62188 2.20038 -2.53 0.94 -0.48
H -2.24001 -6.16748 1.18527 0.65 2.29 1.46
H 1.88946 -1.58574 1.31392 -0.49 1.19 0.19
H 2.48810 1.06985 0.16459 -1.31 -1.15 -2.06
H 2.43762 -0.59800 -0.70863 -1.37 2.21 -0.09
H 1.19841 2.94315 0.97738 -0.61 0.54 -1.56
H -1.58987 2.11263 -2.81710 -0.11 1.70 1.51
H -2.39212 3.82590 -2.27289 1.65 -2.12 0.57
H -0.51656 3.53873 -2.15605 -2.18 -0.94 -0.07
H -3.25762 3.88851 -0.11881 2.32 -0.49 0.77
H -1.52442 4.63707 -0.05107 -1.03 -1.91 0.86
H -2.19615 3.47028 1.38341 0.44 0.27 -2.46
C -4.23854 5.08038 6.72598 -0.37 0.16 -0.10
C -3.81517 3.82641 5.98856 -0.16 0.89 1.24
C -2.42578 3.89355 5.43077 0.83 0.24 0.66
O -2.49252 2.99007 4.34166 -0.77 -0.37 -0.72
C -3.79622 2.98130 3.92833 -1.19 -0.79 -1.80
O -4.19016 2.46160 2.89811 0.99 1.01 2.11
O -4.59795 3.63600 4.82128 0.62 -0.78 -1.20
H -5.30365 5.03439 6.97622 0.22 -0.08 0.07
H -3.66480 5.20721 7.64888 -0.07 -0.09 -0.13
H -4.10234 5.97164 6.10381 0.09 -0.18 0.03
H -3.95110 2.94788 6.63102 0.11 0.03 -0.09
H -1.66872 3.57426 6.15251 -0.08 -0.07 -0.25
H -2.15607 4.88220 5.04286 -0.17 -0.02 0.13
C 7.90795 -0.65246 -0.77908 -0.02 0.34 0.28
C 6.88356 -1.73862 -0.52145 1.51 0.46 -0.47
C 6.11067 -2.14160 -1.74059 0.59 -0.28 -0.87
O 4.89995 -2.62462 -1.18586 -0.85 0.41 1.28
C 4.73077 -1.96615 0.00088 -0.82 0.02 0.75
O 3.70760 -1.98986 0.66359 1.68 -0.04 -1.23
O 5.85934 -1.27479 0.34306 -1.77 -0.67 0.05
H 8.33019 -0.29461 0.16583 0.02 -0.19 -0.16
H 8.72129 -1.02024 -1.41173 -0.14 -0.02 0.12
H 7.45132 0.21625 -1.26571 -0.02 -0.20 -0.01
H 7.36215 -2.60147 -0.04241 -0.12 0.02 -0.09
H 6.61284 -2.92515 -2.31493 -0.26 0.04 0.13
H 5.87496 -1.30447 -2.40717 0.12 0.03 0.14